# C35H41N3O3PdS

A structure of composition C35H41N3O3PdS (ωB97M-V/def2-TZVPD, the OMol25 dataset).

Structure (ORCA input):
```
! RIJCOSX wB97M-V def2-TZVPD def2/J DEFGRID3
* xyz -2 1
Pd 0.8197 -1.3256 -1.1303
O 2.4108 2.7582 -0.9961
C 1.6850 1.7583 -0.9001
O 2.0451 0.5627 -1.0795
C -0.7539 1.2885 -1.2705
C -2.0401 2.1044 -1.3173
C -3.2490 1.5582 -1.1054
C -3.3791 0.1828 -0.7270
C -2.2002 -0.5343 -0.6061
N -0.9717 -0.0876 -0.8151
H -1.9217 3.1475 -1.5895
H -4.1356 2.1824 -1.1921
H -4.3369 -0.2814 -0.5345
H -2.2568 -1.5801 -0.3034
C 1.4317 3.6492 -5.1757
C 0.6887 2.4532 -4.6338
C 0.3793 1.3657 -5.4472
C -0.2792 0.2566 -4.9288
C -0.6097 -0.9340 -5.7942
C -0.6136 0.2369 -3.5796
C -0.2907 1.2977 -2.7444
C 0.3365 2.4157 -3.2922
N 0.2825 2.0101 -0.4764
C 0.1771 2.0646 0.9990
C 0.7196 0.8048 1.7154
C 0.6324 0.9555 3.2373
C -0.8273 1.1677 3.6490
C -1.3612 2.4345 2.9812
C -0.5398 3.6393 3.4392
C 0.9143 3.4277 3.0180
C 1.4595 2.1622 3.6896
C 0.9940 3.2770 1.4958
C -1.2758 2.2722 1.4589
H 1.6476 3.5338 -6.2403
H 2.3759 3.7785 -4.6417
H 0.8535 4.5673 -5.0433
H 0.6615 1.3824 -6.4977
H -0.3026 -0.7693 -6.8300
H -1.6837 -1.1374 -5.7817
H -0.1146 -1.8296 -5.4130
H -1.1172 -0.6274 -3.1652
H 0.6003 3.2412 -2.6411
H 1.7525 0.6263 1.4081
H 0.1495 -0.0643 1.3887
H 1.0198 0.0410 3.7034
H -0.9131 1.2424 4.7423
H -1.4334 0.3196 3.3228
H -2.4123 2.5777 3.2578
H -0.6115 3.7571 4.5292
H -0.9308 4.5546 2.9804
H 1.5158 4.2926 3.3231
H 1.4198 2.2656 4.7828
H 2.5075 2.0174 3.4073
H 2.0337 3.1690 1.1878
H 0.6173 4.1747 0.9947
H -1.6892 3.1554 0.9655
H -1.8847 1.4160 1.1603
S -1.3449 -4.8243 -1.1130
C -1.2288 -4.0377 -2.6896
N -0.1751 -3.3642 -2.9181
C 0.6585 -3.3051 -1.7766
C 2.0303 -2.8094 -1.8028
C 2.8940 -3.3133 -0.7684
C 2.4751 -4.1952 0.1930
C 1.1484 -4.7168 0.1911
C 0.2897 -4.2665 -0.7679
H -2.0407 -4.1537 -3.3974
H 2.4826 -2.5169 -2.7467
H 3.9268 -2.9804 -0.7633
H 3.1635 -4.5111 0.9694
H 0.8320 -5.4372 0.9365
C -0.0748 -2.9645 4.5911
C -1.3143 -2.7215 3.7044
C -0.7628 -2.8733 2.2829
O 0.5895 -2.4721 2.3764
C 1.0804 -3.0290 3.5719
H -0.1484 -3.8966 5.1548
H 0.0664 -2.1511 5.3038
H -1.6855 -1.7101 3.8466
H -2.1308 -3.4153 3.9105
H -1.2479 -2.2472 1.5374
H -0.8198 -3.9210 1.9558
H 1.9651 -2.4656 3.8695
H 1.3760 -4.0760 3.4041
*
```

The HOMO-LUMO gap is 0.1736 hartree. The HOMO energy is -0.0130 hartree.

Here are the natural (NBO) charges for atoms 1 to 4, given in e: number 1, Pd, carries 0.506; number 2, O, carries -0.755; number 3, C, carries 0.915; number 4, O, carries -0.800

# C35H42AlBN2O7SSi

A structure of composition C35H42AlBN2O7SSi (ωB97M-V/def2-TZVPD, the OMol25 dataset).

Structure (ORCA input):
```
! RIJCOSX wB97M-V def2-TZVPD def2/J DEFGRID3
* xyz 0 1
Al 1.3101 -1.4721 -0.7493
C 5.3873 -0.7472 -1.7555
Si 4.1911 -2.1469 -2.0564
C 5.0706 -3.7828 -2.2301
C 3.3615 -1.7777 -3.6750
N 3.0162 -2.2378 -0.7512
C 3.4561 -2.4269 0.5695
C 4.7699 -2.6734 0.9953
C 5.0758 -2.8746 2.3360
C 4.0892 -2.8473 3.3089
C 2.7735 -2.6099 2.9282
C 2.5052 -2.4007 1.5966
O 1.1902 -2.1939 1.0857
C 0.1301 -1.9457 1.9892
C 0.0281 -0.7183 2.6072
C -1.0477 -0.4938 3.4524
C -1.9904 -1.4943 3.6671
C -1.8557 -2.7229 3.0324
C -0.7853 -2.9545 2.1799
H 6.0457 -0.6203 -2.6238
H 6.0173 -0.8730 -0.8698
H 4.8078 0.1767 -1.6313
H 5.6593 -3.7965 -3.1556
H 4.3348 -4.5936 -2.2842
H 5.7486 -4.0026 -1.4000
H 4.1233 -1.7902 -4.4634
H 2.9007 -0.7836 -3.6597
H 2.5838 -2.5044 -3.9318
H 5.5627 -2.7124 0.2601
H 6.1064 -3.0584 2.6188
H 4.3282 -3.0126 4.3526
H 1.9772 -2.5932 3.6612
H 0.7664 0.0500 2.4136
H -1.1527 0.4701 3.9360
H -2.8334 -1.3144 4.3244
H -2.5869 -3.5047 3.2034
H -0.6602 -3.8990 1.6624
C -0.4656 7.2641 -0.8437
C 0.1074 6.4918 0.3548
C -1.0136 6.2942 1.3747
C 1.2144 7.3282 1.0137
C 0.6917 5.1563 -0.1221
C 1.7130 5.1581 -1.0792
C 2.2936 3.9891 -1.5664
C 1.8146 2.8012 -1.0639
O 2.1840 1.5056 -1.3668
B 1.3763 0.6588 -0.5809
O 0.5315 1.4693 0.2093
C 0.8170 2.7814 -0.1180
C 0.2367 3.9306 0.3738
H -0.8940 8.2150 -0.5106
H -1.2531 6.6846 -1.3330
H 0.3040 7.4836 -1.5876
H -1.4008 7.2702 1.6778
H -0.6562 5.7837 2.2740
H -1.8443 5.7194 0.9550
H 0.8072 8.2778 1.3762
H 2.0203 7.5519 0.3106
H 1.6468 6.7921 1.8628
H 2.0722 6.1039 -1.4692
H 3.0814 4.0101 -2.3106
H -0.5592 3.8548 1.1061
C -5.4084 -4.7643 2.0802
C -5.2324 -3.5328 1.2269
C -4.0759 -2.7643 1.3245
C -3.8901 -1.6406 0.5335
C -4.8864 -1.2939 -0.3703
C -6.0548 -2.0402 -0.4885
C -6.2197 -3.1526 0.3171
S -4.6685 0.0945 -1.4211
O -3.6191 0.8991 -0.8603
O -5.9376 0.6872 -1.7269
N -4.1928 -0.6502 -2.8219
C -2.9357 -1.4216 -2.8377
C -1.6351 -0.6057 -2.7528
C -0.5436 -1.3482 -2.0524
O 0.6071 -1.5144 -2.5837
O -0.6480 -1.6934 -0.8270
H -4.9128 -4.6494 3.0446
H -4.9759 -5.6405 1.5891
H -6.4635 -4.9729 2.2581
H -3.3045 -3.0517 2.0311
H -2.9902 -1.0371 0.6130
H -6.8176 -1.7330 -1.1959
H -7.1277 -3.7390 0.2417
H -4.2767 0.0249 -3.5810
H -2.9432 -2.0066 -3.7530
H -2.9783 -2.1301 -2.0116
H -1.8186 0.2705 -2.1275
H -1.2801 -0.2866 -3.7284
*
```

The HOMO-LUMO gap is 0.2998 hartree. The HOMO energy is -0.2854 hartree.

Here are the Löwdin charges for atoms 1 to 4, given in e: number 1, Al, carries 0.295; number 2, C, carries -0.153; number 3, Si, carries 0.413; number 4, C, carries -0.168

# C35H42AlF5N3SeSi

A structure of composition C35H42AlF5N3SeSi (ωB97M-V/def2-TZVPD, the OMol25 dataset).

Structure (ORCA input):
```
! RIJCOSX wB97M-V def2-TZVPD def2/J DEFGRID3
* xyz 1 1
Al -0.9170 -1.5982 0.3482
C -3.3672 -1.3151 -1.9441
C -3.7216 -0.7699 -0.6003
C -4.7693 0.1348 -0.4449
C -5.0413 0.6647 0.8025
C -4.2763 0.2719 1.8960
C -3.2693 -0.6491 1.6846
N -2.9959 -1.1581 0.4556
C -2.4044 -1.2051 2.7360
C -2.5495 -1.1300 4.1113
C -1.6992 -1.9026 4.8968
C -0.7866 -2.7806 4.3231
C -0.6990 -2.8118 2.9405
N -1.4335 -1.9622 2.2126
C 0.0442 -3.7485 2.0894
C 0.9542 -4.6821 2.5530
C 1.5119 -5.5612 1.6334
C 1.1528 -5.4732 0.2998
C 0.2504 -4.4973 -0.1112
C -0.1863 -4.3696 -1.5308
N -0.2871 -3.6491 0.7755
H -4.1387 -2.0026 -2.2956
H -2.4175 -1.8513 -1.9093
H -3.2753 -0.5038 -2.6685
H -5.3478 0.4243 -1.3122
H -5.8388 1.3855 0.9309
H -4.4537 0.6846 2.8790
H -3.3187 -0.5224 4.5660
H -1.7892 -1.8601 5.9743
H -0.1967 -3.4407 4.9428
H 1.2207 -4.7285 3.5993
H 2.2195 -6.3104 1.9630
H 1.5611 -6.1540 -0.4350
H 0.5674 -4.7581 -2.2135
H -0.3759 -3.3185 -1.7758
H -1.1116 -4.9267 -1.6912
F -4.4242 5.7996 -1.1771
C -3.5922 4.7970 -0.9626
C -3.0445 4.6021 0.2977
F -3.3618 5.4221 1.2917
C -2.1853 3.5368 0.5039
F -1.7093 3.3584 1.7461
C -1.8416 2.6566 -0.5024
Se -0.7441 0.9695 -0.1943
C -2.4123 2.8698 -1.7423
F -2.1558 2.0298 -2.7606
C -3.2787 3.9216 -1.9902
F -3.8153 4.0886 -3.1935
C 1.1612 2.3493 -3.0414
C 1.7201 1.0166 -2.5286
C 0.8825 -0.1021 -3.1750
C 3.1629 0.8820 -3.0448
Si 1.6342 0.9586 -0.6274
C 2.6148 -0.5554 0.1271
C 2.2079 -0.8903 1.5761
C 4.1228 -0.2525 0.1318
C 2.4225 -1.8351 -0.7145
C 2.2061 2.6104 0.1819
C 2.4117 2.4248 1.6973
C 3.5281 3.1123 -0.4301
C 1.1900 3.7488 0.0279
H 1.1196 2.3146 -4.1340
H 1.7883 3.2019 -2.7685
H 0.1470 2.5353 -2.6842
H 0.9171 0.0193 -4.2622
H -0.1639 -0.0439 -2.8640
H 1.2608 -1.1013 -2.9478
H 3.1638 1.0244 -4.1299
H 3.5870 -0.1045 -2.8533
H 3.8391 1.6286 -2.6217
H 2.6272 -0.1870 2.2954
H 2.5767 -1.8881 1.8302
H 1.1203 -0.8892 1.7256
H 4.3932 0.5610 0.8035
H 4.5093 -0.0222 -0.8637
H 4.6428 -1.1493 0.4841
H 1.3623 -2.0755 -0.8568
H 2.8962 -2.6756 -0.1988
H 2.8834 -1.7553 -1.7001
H 3.2779 1.8086 1.9376
H 1.5309 1.9850 2.1763
H 2.5775 3.4034 2.1571
H 4.3274 2.3708 -0.4255
H 3.8799 3.9691 0.1530
H 3.3921 3.4599 -1.4587
H 0.3122 3.5731 0.6454
H 0.8672 3.9174 -1.0003
H 1.6500 4.6754 0.3834
*
```

The HOMO-LUMO gap (spin up / spin down) is 0.1871 / 0.1871 hartree. The HOMO energy (spin up / spin down) is -0.3212 / -0.3212 hartree.

Here are the Löwdin charges for atoms 1 to 4, given in e: number 1, Al, carries 0.433; number 2, C, carries -0.007; number 3, C, carries -0.305; number 4, C, carries 0.007